{"formula": "C49H72HfN7O6PS2Se", "method": "the ωB97M-V functional and the def2-TZVPD basis", "orbital_gap_ev": 7.56, "e_above_lowest_ev": 0.0000, "e_homo_ev": -7.331, "e_tot_ha": -6332.56380, "elements": ["C", "H", "H", "C", "H", "H", "C", "H", "H", "H", "H", "C", "H", "H", "H", "C", "O", "H", "C", "C", "H", "H", "H", "O", "H", "N", "C", "H", "C", "C", "C", "C", "H", "C", "C", "O", "C", "H", "H", "H", "H", "C", "C", "H", "H", "C", "H", "H", "H", "S", "H", "S", "C", "H", "N", "C", "C", "C", "H", "H", "H", "H", "C", "N", "H", "H", "C", "C", "C", "C", "H", "C", "C", "H", "O", "C", "N", "C", "H", "H", "C", "H", "N", "H", "C", "H", "C", "H", "N", "C", "H", "C", "C", "H", "H", "H", "Hf", "H", "C", "H", "H", "H", "C", "H", "C", "H", "H", "H", "H", "Se", "C", "H", "H", "H", "C", "H", "C", "O", "C", "H", "H", "H", "O", "H", "H", "C", "H", "H", "C", "H", "H", "H", "H", "C", "C", "N", "C", "P", "H"], "xyz": [[4.890, 0.856, -1.700], [6.786, -3.714, 2.535], [5.684, -4.894, 1.815], [-3.140, -3.120, 2.208], [-5.286, 4.455, -2.528], [2.988, -1.189, 4.899], [-5.582, 1.008, -0.599], [-6.818, 0.042, -2.083], [7.149, -2.578, 0.162], [-2.545, -0.737, -0.726], [1.265, -1.090, 5.322], [0.600, 1.751, -3.100], [-0.125, 0.187, 4.038], [-3.661, -4.044, -0.942], [-6.908, 4.180, -3.161], [0.696, 0.610, 3.440], [1.842, -3.706, -0.269], [0.207, 3.157, 1.269], [5.342, -1.459, 1.831], [-3.078, -3.935, -0.025], [-6.393, 1.550, 2.670], [6.350, -1.231, 2.180], [6.188, -3.944, -0.414], [1.863, -0.165, 3.566], [0.877, 1.623, 3.821], [-4.214, 2.023, 0.839], [4.278, 0.433, -2.880], [8.007, 1.371, -2.936], [-2.699, -1.113, 0.287], [-6.723, 0.371, -1.058], [-5.473, 1.451, 0.716], [6.248, 1.173, -1.738], [1.021, -6.267, -2.231], [6.133, -2.920, -0.043], [4.420, 1.929, 0.449], [3.921, -3.227, 0.931], [-7.626, 0.591, 1.185], [4.483, 0.045, -4.969], [3.242, 0.105, -2.909], [-4.683, 5.935, 2.359], [3.616, -5.657, 0.443], [0.108, 0.502, -3.211], [4.145, 1.714, 1.798], [5.054, 4.715, 3.088], [-2.914, -4.937, 0.379], [2.686, -5.971, -0.025], [4.156, -4.329, -1.708], [-1.577, -1.640, 2.637], [4.655, -1.386, 2.676], [0.458, -0.780, -2.082], [-4.602, -1.878, -0.505], [1.677, 2.258, -1.840], [0.179, 2.771, -4.031], [3.350, -5.544, -2.697], [-1.675, -0.138, -4.976], [-3.542, 1.915, -0.341], [5.751, -3.894, 2.242], [-3.677, 2.610, 2.059], [-3.061, -4.129, 2.618], [0.133, -5.608, -0.855], [5.103, 3.385, -0.982], [-4.718, -1.288, 1.150], [-5.416, 2.784, -3.899], [-4.384, 1.321, -1.225], [0.459, -4.587, -2.268], [-3.637, 1.822, 2.818], [3.192, -4.638, -2.110], [4.368, 2.708, 2.741], [-6.003, 3.681, -2.813], [-4.045, 2.194, -3.569], [-3.727, -2.523, 2.911], [0.217, 0.648, 2.011], [4.870, 3.941, 2.356], [-3.071, 5.367, 1.988], [1.128, 1.326, 1.115], [-4.045, 1.007, -2.617], [-1.609, -2.044, 0.587], [-4.133, 5.138, 1.853], [2.858, -6.911, -0.551], [-5.314, 3.373, -4.813], [-7.745, 0.172, -0.142], [0.070, -0.352, 1.604], [-0.157, 3.583, -4.772], [-5.498, 4.806, 0.195], [5.132, 4.167, 1.008], [-2.609, -0.253, 0.956], [-4.071, -1.822, 0.448], [-0.877, -3.852, -0.110], [-3.880, -3.187, 0.947], [0.862, -5.372, -1.629], [5.507, 5.130, 0.686], [1.213, 2.745, 1.363], [2.115, -0.540, 4.901], [-2.650, 2.890, 1.817], [-6.267, 3.132, -1.908], [-3.567, 1.835, -4.482], [2.211, 0.093, -0.518], [6.876, 0.694, -5.036], [-1.733, -3.205, -0.292], [2.318, 0.332, 5.535], [5.072, -0.710, 1.087], [-3.386, 2.969, -3.170], [6.327, 0.728, -4.105], [5.709, -2.278, -0.815], [-4.478, 5.159, 0.368], [-1.668, -2.851, -1.323], [-5.528, 3.640, 2.508], [-4.767, 0.255, -2.940], [1.860, 3.185, 0.612], [-1.797, 2.341, -0.702], [6.955, 1.115, -2.929], [1.642, 2.915, 2.347], [4.150, 2.504, 3.783], [-4.217, 3.925, 3.629], [4.914, 3.180, 0.062], [-6.116, 1.976, -4.141], [2.180, -4.940, -1.018], [1.977, -1.487, 0.878], [-1.738, -2.495, 1.973], [-3.801, 4.537, -0.217], [-0.735, 1.184, 1.955], [6.753, 1.463, -0.826], [3.311, -1.743, -1.097], [-4.407, 6.171, -0.033], [-3.060, 0.539, -2.606], [-6.485, 1.237, 1.639], [-8.651, -0.323, -0.464], [-8.438, 0.407, 1.875], [-4.453, 3.825, 2.566], [3.748, 0.763, 2.135], [5.125, -3.852, 3.133], [1.942, -6.141, 0.753], [2.829, -3.851, -2.771], [5.320, -2.846, 1.236], [4.986, 0.372, -4.069], [4.139, 0.903, -0.492], [-0.864, 0.166, -4.219], [2.805, -2.538, 0.098], [-0.938, -3.215, 2.167]], "atomic_forces_ev_per_a": [[-0.088, 0.012, 0.351], [0.007, -0.001, -0.003], [-0.012, 0.001, -0.021], [0.008, -0.010, 0.008], [0.015, 0.007, -0.012], [0.012, 0.012, -0.002], [0.047, 0.047, -0.121], [-0.002, -0.008, -0.021], [0.006, -0.024, 0.003], [0.012, -0.012, -0.008], [0.004, -0.003, 0.003], [-0.066, 0.493, -0.150], [0.033, -0.057, -0.024], [-0.014, 0.014, -0.006], [-0.005, -0.006, -0.020], [0.011, 0.063, 0.055], [-0.073, -0.194, -0.019], [0.047, 0.033, 0.015], [0.012, 0.123, 0.031], [0.017, -0.004, 0.004], [-0.002, 0.009, 0.014], [-0.008, 0.001, 0.017], [-0.033, -0.013, -0.002], [-0.081, -0.094, -0.059], [-0.059, 0.006, 0.059], [0.032, 0.138, 0.103], [0.101, -0.174, -0.131], [0.015, 0.011, 0.006], [0.033, -0.018, -0.016], [-0.026, 0.037, 0.072], [0.054, -0.023, 0.095], [0.095, -0.059, -0.013], [-0.002, 0.005, -0.003], [0.070, 0.013, -0.029], [0.084, -0.200, -0.332], [0.196, -0.177, 0.126], [0.006, -0.022, -0.024], [-0.007, 0.000, -0.015], [0.019, 0.136, -0.014], [0.006, -0.006, 0.021], [0.027, 0.030, -0.014], [-0.335, -0.281, -0.152], [0.048, -0.130, 0.175], [0.002, 0.011, 0.003], [-0.001, -0.008, 0.000], [-0.006, -0.052, -0.015], [0.018, 0.012, 0.056], [0.006, 0.020, -0.001], [-0.010, -0.024, 0.005], [-0.106, -0.164, -0.233], [-0.005, -0.017, 0.011], [-0.061, -0.038, -0.264], [0.088, -0.300, 0.173], [-0.004, 0.004, -0.004], [-0.042, -0.020, -0.069], [0.057, -0.161, -0.222], [0.081, -0.024, 0.049], [0.051, -0.065, -0.114], [-0.005, -0.005, -0.005], [0.001, -0.004, 0.021], [-0.006, -0.019, -0.007], [-0.005, -0.017, -0.028], [0.001, -0.002, 0.012], [-0.066, 0.057, -0.114], [0.008, 0.028, 0.007], [-0.076, 0.015, 0.031], [0.043, -0.028, -0.027], [0.012, 0.069, -0.068], [-0.009, 0.034, 0.031], [0.037, 0.028, -0.002], [-0.009, -0.006, 0.003], [-0.101, 0.123, -0.112], [-0.022, -0.049, 0.002], [0.008, -0.002, -0.026], [0.447, -0.585, -0.049], [-0.052, -0.088, 0.160], [-0.090, 0.098, 0.215], [0.023, 0.011, 0.028], [0.004, -0.010, 0.019], [0.007, -0.002, -0.005], [0.017, 0.004, 0.021], [0.020, -0.009, 0.050], [-0.020, 0.069, -0.027], [-0.013, 0.001, 0.013], [-0.003, -0.009, -0.011], [0.010, -0.029, 0.042], [-0.006, -0.017, 0.004], [0.000, 0.007, 0.007], [0.046, 0.020, -0.016], [-0.025, -0.089, -0.059], [0.005, 0.012, 0.002], [-0.144, -0.049, -0.062], [0.048, 0.053, 0.013], [-0.002, -0.005, 0.041], [0.004, -0.025, 0.009], [-0.027, -0.003, -0.019], [-0.147, 0.567, 0.247], [0.014, -0.001, -0.004], [0.004, -0.025, -0.069], [-0.013, 0.001, 0.002], [-0.009, -0.018, -0.058], [0.008, -0.010, 0.001], [-0.028, 0.002, -0.022], [-0.013, 0.033, 0.006], [-0.045, -0.008, -0.049], [0.027, -0.005, -0.003], [0.007, -0.042, -0.015], [0.039, -0.018, -0.045], [0.010, -0.025, 0.008], [-0.073, 0.228, 0.175], [-0.036, -0.033, 0.016], [-0.029, 0.039, -0.005], [-0.003, 0.010, 0.016], [-0.003, 0.047, -0.003], [-0.119, 0.189, 0.113], [-0.009, -0.002, 0.005], [-0.046, 0.209, 0.006], [0.256, -0.480, 0.047], [0.006, 0.006, 0.010], [0.023, -0.018, 0.013], [0.006, -0.011, -0.003], [-0.010, 0.026, 0.001], [-0.057, 0.087, 0.077], [0.004, 0.015, 0.020], [0.002, 0.031, -0.005], [-0.023, -0.004, -0.050], [-0.017, -0.009, 0.011], [-0.018, -0.010, 0.000], [0.008, 0.004, 0.006], [0.002, -0.025, -0.065], [-0.015, 0.016, 0.003], [-0.007, 0.007, 0.010], [-0.028, 0.008, 0.002], [-0.200, -0.055, -0.092], [0.113, -0.021, 0.075], [0.220, 0.398, -0.145], [0.242, 0.130, 0.240], [-0.378, 0.345, 0.099], [0.005, 0.001, 0.003]], "mulliken_charge": [0.939, 0.434, 0.398, -1.003, 0.247, 0.220, 0.286, 0.500, 0.452, -0.771, 0.306, 1.083, 0.640, 0.297, 0.477, -1.138, 0.557, -0.085, -1.093, -0.893, 0.540, 0.667, 0.362, 0.328, 0.398, 1.766, -0.007, 0.405, 1.452, -0.570, 0.343, -0.276, 0.511, -1.677, -0.360, 0.201, -0.871, 0.480, 0.367, 0.450, 0.004, 0.358, 0.486, 0.421, 0.357, -1.285, 0.178, 0.123, -0.022, -0.074, -0.105, -0.346, -0.516, 0.535, -0.660, -2.272, -1.940, -0.308, 0.319, 0.370, 0.553, -0.120, -0.726, 2.085, 0.317, 0.396, -1.403, -0.959, -0.890, -0.595, 0.385, 1.744, -0.758, 0.275, 1.071, -0.873, 0.475, -0.707, 0.439, 0.435, -0.942, -0.953, -0.580, 0.224, -0.793, -0.862, -0.338, -0.103, -0.049, -1.756, 0.403, -1.185, -1.043, -0.232, 0.039, 0.552, 0.511, 0.404, -0.006, 0.318, -0.104, 0.124, -0.628, 0.220, -0.685, 0.575, 0.335, 0.629, 0.247, -0.262, -0.867, 0.467, 0.461, 0.458, 0.029, 0.248, 1.631, -1.158, -0.159, -0.008, -0.623, 0.561, 0.276, 0.504, -0.324, -0.723, 0.438, 0.424, -0.973, 0.216, 0.385, 0.310, 0.249, 2.033, -1.250, 0.963, -0.356, -0.786, 0.382]}